The following is a quantum chemistry calculation of a structure of composition C27H38BBrN7O6S2Y, from the OMol25 dataset.

```
83
Properties=species:S:1:pos:R:3
Y 0.153 0.208 0.095
Br -1.027 -3.129 -6.767
S -2.611 0.056 -0.297
S -0.357 0.354 2.845
O 0.083 -0.925 -1.954
O -0.314 2.759 0.017
O 3.435 -0.817 -0.145
O 3.099 3.198 0.960
O 1.779 1.422 0.662
O 0.100 1.258 -2.155
N 0.117 -2.319 0.451
N -0.980 -2.127 3.743
N -3.283 2.635 0.300
N 0.019 -5.090 0.519
N -3.499 1.283 1.993
N -2.744 -1.030 3.091
N 2.261 -5.192 -0.049
C -0.894 -0.289 -6.825
C -0.718 0.971 -6.271
C -0.343 -0.023 -4.120
C -0.518 -1.291 -4.662
C -1.415 -0.954 3.215
C 0.403 -2.468 4.013
C -3.151 1.351 0.701
C -0.041 0.111 -2.667
C 4.160 -0.179 -1.192
C -2.057 -2.966 3.925
C 4.056 -0.548 1.112
C 0.326 4.140 1.840
C 0.772 3.578 0.501
C 3.378 -0.250 -2.481
C -0.790 -1.408 -6.012
C 1.082 4.667 -0.511
C -3.145 -2.281 3.514
C -3.823 2.554 2.417
C 1.183 -3.044 0.159
C -1.047 -4.339 0.790
C 3.307 -1.263 2.209
C -1.020 -2.961 0.763
C -0.442 1.108 -4.920
C -3.105 3.132 -1.049
C -3.699 3.398 1.371
C 1.135 -4.448 0.200
C 2.020 2.697 0.726
B -3.886 0.035 2.838
H 5.098 -0.891 1.067
H -0.528 4.804 1.696
H 4.343 0.865 -0.913
H 3.350 -2.348 2.091
H -0.441 -2.160 -4.024
H -1.108 -0.406 -7.878
H 2.988 -4.759 -0.594
H 2.095 -6.165 -0.247
H 3.059 -1.271 -2.696
H -4.184 -2.558 3.500
H -3.862 4.457 1.287
H 0.419 -3.332 4.673
H 2.264 -0.943 2.234
H 4.053 0.531 1.287
H 0.024 3.329 2.505
H -4.076 3.307 -1.512
H 5.135 -0.672 -1.295
H -0.252 2.700 -0.950
H 0.930 -2.705 3.090
H -1.893 -2.360 0.978
H 1.339 4.232 -1.480
H 3.740 -1.008 3.178
H -2.535 4.058 -1.021
H -0.297 2.081 -4.471
H 0.900 -1.627 4.491
H 1.143 4.693 2.301
H 3.995 0.100 -3.310
H -4.768 -0.571 2.277
H -2.567 2.385 -1.626
H -4.132 2.734 3.429
H 2.499 0.390 -2.428
H -1.943 -3.957 4.324
H 1.933 5.251 -0.168
H -4.233 0.452 3.917
H -0.796 1.846 -6.903
H 2.091 -2.521 -0.117
H 0.219 5.325 -0.633
H -1.963 -4.859 1.043
```

For the orbital gap, the calculation gives 8.12 eV. The total energy is -144773.7070 eV. For the relative energy (zero: lowest compared OMol25 entry of this formula, charge and spin), the calculation gives 26.6 kJ/mol.

***

The following is a quantum chemistry calculation of a cluster of 7 separate species, C27H38F18N2O13P in total at a distorted geometry, from the OMol25 dataset.

```
99
Properties=species:S:1:pos:R:3
P -1.968 0.367 5.031
F -0.144 4.672 -4.400
F -3.907 3.317 3.611
F 1.412 3.640 -3.289
F 0.650 -1.456 1.155
F -0.019 -3.487 0.833
F -6.061 3.460 3.824
F 7.003 7.622 -3.904
F -4.913 5.186 3.180
F 4.737 -1.742 -1.997
F -6.524 -7.228 2.121
F 0.090 -2.707 2.840
F -6.559 -5.078 1.873
F 8.348 6.229 -4.871
F 3.727 -3.526 -1.280
F -0.159 2.511 -4.260
F -5.476 -6.319 0.463
F 7.687 8.001 -5.927
F 5.885 -3.522 -1.547
O -6.362 3.757 1.173
O -1.350 1.869 4.549
O -4.264 2.941 0.990
O 5.023 6.999 -5.578
O 6.227 5.167 -6.127
O 2.471 -4.304 1.444
O 5.454 -3.981 -4.164
O -3.696 -5.199 2.098
O -0.311 4.687 -1.543
O -1.752 3.056 -2.168
O 2.880 -2.275 2.350
O -4.430 -6.641 3.681
O 3.301 -3.358 -3.876
N -2.767 0.053 3.483
N -2.290 -3.458 6.584
C 5.072 -2.388 1.310
C 7.314 7.040 -5.066
C -4.535 -6.045 2.650
C -6.617 3.434 -0.212
C -0.620 3.982 0.785
C -6.972 1.973 -0.375
C 0.107 3.625 -3.587
C 2.137 -3.206 1.785
C 4.733 -3.081 -2.043
C -0.528 -0.590 5.078
C -5.795 -6.174 1.756
C 3.812 6.410 -6.117
C 4.266 -2.610 2.567
C 2.970 -3.727 -5.234
C -1.446 -6.008 2.618
C -2.469 -4.918 2.830
C 4.554 -3.550 -3.506
C -1.038 4.933 -0.308
C -5.004 3.841 3.102
C 2.721 -5.213 -5.349
C -0.556 -1.914 5.879
C 3.165 5.473 -5.125
C -5.151 3.436 1.616
C 6.113 6.258 -5.654
C -0.780 3.732 -2.322
C -1.819 -2.270 6.585
C 0.686 -2.694 1.649
H -0.276 -0.828 4.037
H 4.586 -1.953 3.372
H 3.803 4.616 -4.918
H 2.398 -5.452 -6.362
H -2.696 -4.776 3.887
H 3.772 -3.397 -5.894
H -1.248 -6.155 1.555
H 6.129 -2.574 1.505
H 1.942 -5.523 -4.653
H -1.906 2.181 3.829
H -7.232 1.773 -1.415
H -1.126 4.252 1.711
H -2.107 4.871 -0.511
H -7.825 1.716 0.254
H -0.516 -5.727 3.110
H -5.743 3.700 -0.805
H 2.964 5.990 -4.187
H 2.222 5.111 -5.530
H -7.445 4.082 -0.493
H -0.787 5.961 -0.058
H 4.959 -1.358 0.967
H -3.752 -0.142 3.599
H 3.175 7.264 -6.333
H -2.124 -3.969 2.431
H 0.456 4.032 0.950
H 0.246 -1.945 6.639
H -0.346 -2.766 5.221
H 4.757 -3.035 0.502
H 3.626 -5.779 -5.132
H 4.333 -3.640 2.917
H -2.326 -0.679 2.941
H -3.156 -3.487 7.122
H -2.342 -1.462 7.104
H -6.133 1.336 -0.101
H 2.074 -3.153 -5.457
H -0.887 2.953 0.548
H 4.056 5.908 -7.053
H -1.789 -6.952 3.040
```

For the orbital gap, the calculation gives 4.31 eV. Its charge is -1. The total energy is -116418.8152 eV.

***

The following is a quantum chemistry calculation of a cluster of 11 separate species, C27H38F7IN11 in total at a distorted geometry, from the OMol25 dataset.

```
84
Properties=species:S:1:pos:R:3
I 2.012 0.433 3.385
F -0.554 1.084 -2.293
F 2.026 -0.282 -2.116
F -0.435 -1.158 -2.371
F -2.625 -0.410 -0.959
F -1.638 1.254 0.157
F 1.565 -0.839 0.025
F -1.202 -0.959 0.679
N 0.981 -1.051 11.078
N 3.171 1.673 -0.578
N -2.704 -2.332 7.765
N 2.140 -1.752 5.787
N -5.139 0.237 -3.889
N -4.506 -1.043 -8.216
N 1.875 2.308 -4.947
N -10.102 2.651 -6.601
N 9.239 1.329 1.896
N -4.662 -4.503 -3.984
N 5.186 3.955 0.879
C 3.200 -1.465 9.758
C 7.527 3.371 1.893
C -10.302 0.212 -7.524
C 9.189 0.242 1.522
C 2.629 1.769 1.784
C 1.208 0.065 -0.992
C 1.713 -0.142 -5.847
C -5.541 0.744 -4.840
C 9.128 -1.142 1.048
C -3.038 -1.387 8.329
C -4.030 -3.733 -3.409
C -6.053 1.388 -6.053
C 1.957 -1.233 10.498
C -0.186 -1.529 6.968
C 1.114 -1.653 6.302
C -10.191 1.578 -7.007
C 1.321 2.092 0.888
C -3.970 -1.673 -7.417
C 1.655 1.531 -0.573
C 1.803 1.231 -5.345
C 6.217 3.697 1.324
C -1.405 -0.044 -0.342
C -0.300 -0.064 -1.491
C -3.462 -0.183 9.047
C -3.227 -2.751 -2.678
C -3.301 -2.469 -6.388
C 3.748 1.265 0.732
H 4.008 -0.825 10.118
H -3.200 -2.970 -1.608
H 1.286 3.233 0.774
H 0.458 1.662 1.479
H 2.978 2.700 2.329
H 8.332 -1.702 1.544
H 3.538 -2.499 9.853
H -3.627 -1.741 -2.793
H 3.248 2.718 -0.541
H 4.794 1.627 1.005
H -2.606 0.408 9.379
H -7.145 1.438 -6.052
H -10.527 0.205 -8.592
H 3.792 0.146 0.993
H -0.652 -2.502 7.122
H 7.433 2.824 2.832
H 3.674 1.472 -1.458
H 1.378 2.325 -1.356
H 1.517 -0.164 -6.921
H -2.194 -2.734 -3.031
H 8.114 2.756 1.217
H -2.880 -3.388 -6.800
H -0.881 -0.927 6.381
H -3.993 -2.757 -5.593
H -9.375 -0.347 -7.383
H -11.096 -0.343 -7.020
H 2.639 -0.694 -5.674
H -4.049 -0.432 9.934
H -2.482 -1.916 -5.922
H -4.080 0.462 8.418
H -5.682 2.410 -6.152
H -5.753 0.845 -6.952
H 8.939 -1.189 -0.027
H -0.091 -1.056 7.948
H 0.908 -0.695 -5.358
H 10.064 -1.672 1.236
H 8.109 4.272 2.099
H 3.075 -1.262 8.692
```

For the orbital gap, the calculation gives 9.64 eV. Its charge is +1. The total energy is -72118.2993 eV.

***

The following is a quantum chemistry calculation of a structure of composition C27H38Ge2N4O3SV at a distorted geometry, from the OMol25 dataset.

```
76
Properties=species:S:1:pos:R:3
Ge 2.830 -0.105 0.346
Ge 1.099 -1.994 1.418
V 0.123 -0.161 -0.237
S 1.042 2.512 -2.197
O 2.336 2.225 -1.630
O 0.654 3.885 -2.343
O -1.273 -1.316 -0.199
N -0.002 1.690 -1.265
N -1.738 2.315 -2.722
N -2.158 1.556 -0.497
N 1.162 0.154 -7.647
C 4.803 0.300 -1.912
C 5.202 -1.263 1.924
C -1.357 1.880 -1.522
C -3.043 2.462 -2.907
C 0.843 -3.655 0.368
C -0.075 -2.639 4.032
C -3.972 2.156 -1.925
C 2.636 1.671 1.188
C -2.415 -2.075 0.020
C 3.750 -1.287 1.634
C 5.835 -2.280 2.646
C 0.900 -0.122 -5.260
C 7.959 -1.167 2.446
C -3.458 1.694 -0.725
C 7.192 -2.232 2.905
C 1.164 2.615 -4.910
C 7.350 -0.156 1.722
C 1.159 -4.912 1.176
C 1.077 0.699 -6.377
C 1.208 2.076 -6.181
C -0.219 -1.674 2.858
C 2.880 -2.147 2.175
C 1.001 1.791 -3.807
C 3.827 2.625 1.157
C 5.987 -0.211 1.464
C 0.865 0.424 -3.991
C 3.587 -0.497 -1.447
H 0.940 -2.636 4.436
H 1.780 2.177 0.746
H 1.342 2.726 -7.038
H -3.355 2.828 -3.879
H 5.689 0.083 -1.317
H 7.658 -3.034 3.464
H 0.463 -5.052 2.007
H 2.166 -4.876 1.598
H 1.102 -5.809 0.555
H -0.157 -3.703 -0.058
H 0.772 -0.765 -7.766
H 4.152 2.816 0.134
H -1.229 -1.705 2.449
H -0.060 -0.650 3.206
H 9.022 -1.131 2.649
H 1.532 -3.583 -0.478
H -2.870 -2.343 -0.938
H 3.830 -1.563 -1.381
H -5.034 2.274 -2.075
H -4.117 1.444 0.101
H 4.676 2.253 1.732
H 0.788 -1.193 -5.388
H 3.174 -2.890 2.916
H 5.046 0.043 -2.947
H 5.538 0.592 0.895
H -3.136 -1.496 0.606
H 2.371 1.419 2.221
H 1.246 3.685 -4.772
H 3.545 3.586 1.591
H -2.184 -2.996 0.568
H 0.974 0.776 -8.415
H 2.797 -0.400 -2.187
H -0.311 -3.667 3.749
H 0.710 -0.231 -3.142
H 4.608 1.370 -1.880
H 7.931 0.679 1.352
H 5.263 -3.127 3.003
H -0.747 -2.366 4.849
```

For the orbital gap (alpha / beta), the calculation gives 8.30 / 7.94 eV. The total energy is -190271.5085 eV. As for the multiplicity: 4. For the relative energy (zero: lowest compared OMol25 entry of this formula, charge and spin), the calculation gives 73.4 kJ/mol. The expectation value of S² is 3.77.

***

The following is a quantum chemistry calculation of a structure of composition C27H39As2BF6N6RbS7, from the OMol25 dataset.

```
89
Properties=species:S:1:pos:R:3
Rb 4.537 1.516 -0.411
As 5.676 5.263 -0.637
As 5.185 -2.098 -0.078
S 1.655 1.114 -2.273
S 3.634 4.643 -0.553
S -0.259 3.645 0.920
S 1.969 1.089 1.973
S 6.076 6.803 -2.126
S 7.030 3.614 -0.688
S 6.199 6.784 0.855
F 6.094 -0.627 0.095
F 5.133 -2.310 1.640
F 6.628 -3.046 -0.176
F 4.193 -3.534 -0.258
F 5.174 -1.896 -1.804
F 3.729 -1.120 0.004
N -0.912 1.646 -0.698
N -1.846 0.430 1.862
N -0.538 0.599 1.603
N -1.365 1.046 -1.835
N 0.378 -1.571 0.311
N 0.518 -0.447 -0.441
C -1.139 1.545 -5.176
C -1.349 3.827 -1.571
C 0.469 0.647 2.504
C -1.203 0.136 4.131
C 1.507 -2.743 -1.405
C -2.187 0.217 3.090
C -1.762 1.786 -2.805
C 1.259 -0.357 -1.594
C 1.678 -3.549 2.045
C -0.887 3.004 -0.462
C -1.267 5.311 -1.437
C 1.244 -5.158 0.184
C 1.179 0.268 4.901
C 0.106 0.334 3.866
C -1.753 3.220 -2.702
C 0.778 -3.858 0.839
C -4.510 0.201 2.144
C 0.880 -2.678 -0.122
C 1.688 -1.624 -2.142
C -4.084 1.103 4.430
C -3.664 0.041 3.404
C -3.566 1.503 -4.509
C 2.392 -1.655 -3.457
C -3.883 -1.361 3.988
C -2.144 1.097 -4.105
C -0.671 -4.007 1.309
C -2.067 -0.420 -3.958
B -0.180 0.703 0.167
H 0.764 -0.008 5.871
H -3.660 2.583 -4.638
H -3.925 2.105 4.030
H 2.572 -2.686 -3.761
H -3.307 -1.514 4.902
H -5.565 0.079 2.401
H 3.351 -1.143 -3.382
H -3.517 1.017 5.358
H -4.939 -1.506 4.228
H -0.741 -4.833 2.022
H -4.287 1.187 -3.752
H -1.363 1.054 -6.126
H 0.660 -5.393 -0.709
H -1.810 5.645 -0.553
H -4.240 -0.539 1.392
H 1.353 -2.624 2.526
H 1.888 -3.685 -1.773
H -0.124 1.282 -4.872
H -1.016 -3.093 1.793
H -3.833 1.030 -5.457
H -1.337 -4.220 0.469
H -3.585 -2.126 3.268
H 1.618 -4.367 2.768
H -2.331 -0.884 -4.912
H 1.122 -5.981 0.892
H 2.719 -3.425 1.744
H 1.806 -1.133 -4.216
H -0.226 5.606 -1.288
H -2.050 3.819 -3.554
H -1.515 -0.080 5.146
H 1.688 1.230 4.978
H -2.750 -0.779 -3.187
H -1.172 2.624 -5.336
H -1.663 5.798 -2.328
H -1.062 -0.734 -3.678
H -4.365 1.186 1.699
H 2.298 -5.101 -0.084
H 1.940 -0.456 4.604
H -5.143 0.990 4.671
```

For the orbital gap (alpha / beta), the calculation gives 4.41 / 4.28 eV. Its charge is -2. The total energy is -252743.7816 eV. As for the multiplicity: 2. For the relative energy (zero: lowest compared OMol25 entry of this formula, charge and spin), the calculation gives 102.6 kJ/mol. The expectation value of S² is 0.76.